(1)
The following is a DFT calculation (ωB97M-V with the def2-TZVPD basis set) of one molecule with the formula C2H2N4O2 at a distorted geometry.

Summary:
LUMO: -0.4 eV
gap between HOMO and LUMO: 0.3631 Ha
HOMO: -10.257 eV
M: 114.06 g/mol
charge: 0

Positions of all 10 atoms, in Å:
O -1.234 -1.088 0.535
O 3.022 0.160 -1.018
N -2.436 -0.334 0.787
N -0.735 0.924 0.116
N 1.868 0.391 -0.436
N -2.060 0.915 0.614
C -0.261 -0.193 0.108
C 1.013 -0.645 -0.537
H 3.630 0.945 -0.431
H 1.098 -1.761 -0.700


(2)
The following is a DFT calculation (ωB97M-V with the def2-TZVPD basis set) of a 6-piece molecular cluster, C29H57N10 overall at a distorted geometry.

Summary:
LUMO: -2.7 eV
gap between HOMO and LUMO: 0.3123 Ha
HOMO: -11.201 eV
M: 545.85 g/mol
charge: +1

Positions of all 96 atoms, in Å:
N 3.815 -3.770 2.268
N 0.599 -0.175 1.435
N -1.615 -0.434 0.431
N -1.751 2.771 -5.487
N 2.932 0.073 2.299
N 1.585 2.104 -8.689
N 1.496 -1.610 4.639
N -0.902 0.943 6.141
N 0.403 -1.395 -0.626
N -1.094 -0.514 -3.183
C 1.801 -4.213 0.720
C -2.635 4.619 -2.658
C 0.317 -3.584 0.748
C 1.419 2.463 3.706
C 2.069 -0.502 1.248
C -3.325 3.400 -2.056
C -0.916 -3.874 5.756
C 0.217 0.766 -5.047
C 0.046 0.567 2.598
C -0.518 0.047 -4.006
C 1.130 -1.350 -8.968
C -2.844 4.745 -4.168
C 1.876 -1.358 -10.297
C -1.634 -2.761 6.511
C 0.987 1.123 -8.731
C -1.971 2.866 7.551
C 0.226 -0.128 -8.793
C 1.106 -2.559 5.157
C -2.228 3.642 -4.908
C -0.188 -0.632 0.475
C -0.058 -2.814 -0.580
C -3.130 3.547 6.820
C 0.608 -3.761 5.824
C 1.711 0.437 -5.037
C -1.374 1.786 6.764
C 2.393 -4.220 2.207
C 0.510 2.079 2.686
C -2.694 4.271 5.551
C 2.419 0.894 -3.766
H 2.750 -0.439 3.163
H 1.853 -1.404 -8.148
H -3.591 4.272 7.495
H -0.376 -4.488 0.799
H 2.557 -0.508 -10.379
H -3.181 3.382 -0.974
H 2.364 -5.254 2.681
H 1.791 -5.260 0.281
H -2.130 -1.183 0.899
H -0.024 -0.959 -1.466
H 0.513 -2.251 -8.909
H 3.486 0.675 -3.830
H -4.399 3.420 -2.254
H 1.179 -1.323 -11.138
H -1.247 -3.873 4.712
H -1.337 -2.747 7.563
H 2.471 -2.269 -10.389
H 0.431 0.037 3.531
H 3.982 -3.202 3.105
H -3.912 4.792 -4.396
H 3.905 -0.056 1.992
H 2.213 3.248 3.553
H 0.072 1.837 -4.927
H 1.806 -3.541 2.898
H -0.345 -0.242 -7.869
H 2.476 -3.541 0.102
H -3.031 5.517 -2.176
H 2.027 0.382 -2.883
H 1.052 -4.640 5.346
H -0.196 0.499 -6.020
H -2.714 -2.912 6.467
H 2.242 -1.614 1.160
H 0.140 -3.008 1.702
H -3.549 4.774 5.093
H 2.181 0.928 -5.893
H 0.150 2.909 2.023
H -1.181 -2.838 -0.705
H -0.499 -0.081 -9.610
H -1.076 0.544 2.680
H -1.418 -1.779 6.081
H 1.425 1.968 4.727
H -1.899 0.496 0.740
H 1.862 -0.640 -5.164
H -1.214 -4.835 6.183
H -2.340 2.453 8.494
H -2.918 2.469 -2.461
H -1.936 5.027 5.773
H -1.206 3.604 7.807
H 4.094 -3.262 1.427
H -3.900 2.811 6.568
H -2.407 5.687 -4.510
H 0.937 -3.769 6.867
H 2.303 1.971 -3.620
H 0.401 -3.344 -1.472
H 2.385 -0.055 0.253
H -2.283 3.577 4.814
H -1.567 4.579 -2.428


(3)
The following is a DFT calculation (ωB97M-V with the def2-TZVPD basis set) of one molecule with the formula C4H5ClFNO at a distorted geometry.

Summary:
LUMO: 0.7 eV
gap between HOMO and LUMO: 0.3571 Ha
HOMO: -9.021 eV
M: 137.54 g/mol
charge: 0

Positions of all 13 atoms, in Å:
Cl -3.776 1.193 -0.514
F -1.416 1.260 -1.566
O 0.133 -0.976 -1.336
N -0.100 0.110 0.639
C 0.657 -0.558 -0.340
C -1.480 0.289 0.610
C 2.141 -0.650 -0.053
C -2.070 0.884 -0.475
H -2.039 -0.027 1.517
H 2.253 -1.012 0.968
H 2.571 0.354 -0.120
H 2.677 -1.309 -0.753
H 0.450 0.442 1.422


(4)
The following is a DFT calculation (ωB97M-V with the def2-TZVPD basis set) of an isolated ion of composition C3H7N3O and charge +2 at a distorted geometry.

Summary:
LUMO (spin up / spin down): -11.7 / -14.8 eV
multiplicity: 3
gap between HOMO and LUMO (spin up / spin down): 0.2813 / 0.2494 Ha
HOMO (spin up / spin down): -19.403 / -21.598 eV
M: 101.11 g/mol
charge: +2

Positions of all 14 atoms, in Å:
O -0.935 -1.016 -2.796
N 0.490 -0.275 0.379
N -0.102 -1.038 -1.010
N -0.779 -0.384 -1.821
C 0.819 -0.458 1.477
C 1.313 -0.150 2.700
C -1.126 0.982 -1.719
H 1.319 0.955 2.801
H -2.150 1.145 -2.035
H 2.180 -0.458 3.241
H 0.371 -0.292 3.343
H 0.136 -2.043 -1.386
H -1.053 1.469 -0.691
H -0.484 1.564 -2.484